ORCA calculation (ωB97M-V/def2-TZVPD) on C42H105N7Na3O18P as an isolated structure.

```
176
Properties=species:S:1:pos:R:3:forces:R:3:lowdin_charge:R:1
Na 26.662416 20.928045 -0.709251 -0.793 0.562 -0.074 0.33
Na 27.367189 16.429413 -1.686770 0.151 -0.251 0.213 0.36
Na 23.737240 17.715039 1.064300 -0.317 -0.016 0.039 0.31
P 25.986262 18.293073 -0.298461 -1.515 -2.056 0.638 0.07
O 25.314528 17.007263 -0.932453 0.358 1.236 0.140 -0.41
O 26.462641 17.733460 1.067709 -0.132 1.154 0.413 -0.37
O 24.918041 19.416552 -0.109591 0.937 -0.421 0.423 -0.37
O 27.143851 18.784105 -1.167464 0.329 0.009 -0.309 -0.37
C 24.488646 23.852143 -0.539130 0.327 1.134 -0.398 -0.10
O 24.646092 22.650657 -1.224188 0.754 -0.646 0.248 -0.19
C 23.867816 22.483473 -2.375018 -1.483 0.158 -0.217 -0.22
C 24.110208 21.130587 -2.987593 0.203 -0.388 0.425 -0.21
N 23.388971 20.097505 -2.260772 -0.268 -0.271 -0.164 -0.05
C 23.671119 18.722116 -2.733889 -0.075 1.307 -0.086 -0.19
C 22.950261 18.380051 -4.036805 0.235 -0.043 -0.127 -0.16
O 23.810903 18.067193 -5.132536 -0.294 0.050 0.184 -0.22
C 24.690028 19.085626 -5.551697 -0.021 -0.787 0.063 -0.11
H 25.053330 24.659959 -1.035782 -0.058 -0.108 -0.053 0.10
H 24.923029 23.763260 0.454581 -0.240 -0.226 0.104 0.07
H 23.451881 24.204257 -0.508192 -0.090 -0.334 0.244 0.10
H 23.946742 23.288996 -3.119927 0.682 0.077 0.199 0.13
H 22.800733 22.499618 -2.091276 0.102 0.018 0.077 0.13
H 25.194272 20.901208 -2.946126 0.007 0.239 -0.442 0.12
H 23.774667 21.187499 -4.024221 0.128 -0.194 -0.066 0.11
H 23.789240 20.066566 -1.317141 -0.106 0.252 -0.126 0.04
H 23.369559 18.090914 -1.900808 0.037 -0.251 -0.315 0.09
H 24.757059 18.600172 -2.858930 -0.117 -0.265 0.015 0.10
H 22.281759 19.195871 -4.338077 -0.089 0.011 0.173 0.12
H 22.368495 17.471843 -3.880626 -0.146 0.040 -0.187 0.11
H 25.352352 19.418192 -4.745956 -0.089 0.123 -0.024 0.06
H 24.157180 19.935550 -5.988996 0.036 0.064 -0.037 0.09
H 25.305897 18.576010 -6.293463 0.028 0.388 -0.195 0.08
C 16.441239 21.734692 0.028197 -0.501 -0.928 -0.013 -0.10
O 17.155298 21.189211 1.114385 0.494 0.237 0.200 -0.20
C 16.456100 20.284153 1.936834 -1.189 0.625 -0.028 -0.25
C 17.190120 20.151748 3.243653 1.107 -1.212 -0.302 -0.19
N 18.485888 19.420963 3.058423 -0.162 0.589 -0.120 -0.05
C 19.654461 20.318678 3.195187 -0.959 -0.592 0.050 -0.21
C 20.947590 19.546967 3.234867 0.535 0.646 0.077 -0.21
O 21.389300 19.090302 1.972569 0.232 -0.890 -0.355 -0.20
C 21.619008 20.098487 0.977045 -0.455 -0.276 1.228 -0.05
H 16.659797 21.149016 -0.871522 0.171 0.372 -0.168 0.09
H 16.688806 22.786926 -0.068332 0.149 0.004 -0.185 0.09
H 15.356529 21.628793 0.169225 0.078 0.224 0.181 0.08
H 16.268880 19.325346 1.431135 0.343 -0.091 0.079 0.13
H 15.451402 20.703894 2.122221 0.086 -0.097 0.115 0.12
H 16.641833 19.530689 3.952805 -0.479 0.402 0.021 0.11
H 17.382547 21.147314 3.642516 -0.133 -0.016 0.135 0.12
H 18.460793 19.065979 2.108106 0.282 -0.146 0.058 0.10
H 19.517216 20.791655 4.170119 0.225 0.305 -0.139 0.12
H 19.625629 21.051432 2.382754 0.299 0.342 0.295 0.11
H 20.823118 18.695810 3.905606 -0.012 -0.218 -0.305 0.12
H 21.745265 20.170086 3.668872 -0.140 0.167 -0.049 0.11
H 22.100743 20.945712 1.477216 0.134 0.150 -0.390 0.10
H 20.655570 20.395865 0.560502 0.160 0.178 -0.314 0.09
H 22.262118 19.646767 0.230661 -0.003 0.239 -0.218 0.07
C 24.642109 23.094654 3.643315 0.536 0.212 0.575 -0.10
O 23.824680 21.978342 3.880611 -0.128 0.235 -0.136 -0.18
C 24.517062 20.842370 4.323177 0.048 -0.883 0.373 -0.23
C 24.993126 19.991466 3.165908 0.285 -0.327 -0.248 -0.20
N 25.584619 18.729515 3.596272 0.348 0.023 0.339 -0.06
C 26.595719 18.797403 4.651517 -0.296 -0.752 -0.368 -0.19
C 27.852249 19.545388 4.269250 0.449 0.083 0.179 -0.22
O 28.770138 19.406836 5.340093 -0.083 0.000 0.083 -0.18
C 29.912738 20.215420 5.206283 -0.553 0.370 0.198 -0.11
H 25.673090 22.812731 3.393157 -0.151 -0.104 -0.318 0.07
H 24.738547 23.698890 4.557294 -0.179 0.059 -0.089 0.09
H 24.214841 23.705514 2.851948 -0.051 -0.040 -0.054 0.08
H 23.823012 20.249241 4.928423 -0.105 0.013 -0.129 0.13
H 25.349177 21.043548 5.011444 -0.043 0.571 -0.163 0.12
H 25.688054 20.525634 2.500227 -0.169 0.353 0.086 0.12
H 24.128078 19.732070 2.552337 -0.074 0.280 -0.075 0.10
H 26.064949 18.335296 2.777576 -0.361 -0.085 -0.151 0.06
H 26.855719 17.752296 4.849270 0.208 0.081 0.108 0.11
H 26.183922 19.169247 5.590661 0.046 0.195 -0.037 0.12
H 27.614003 20.602830 4.061368 0.160 0.020 0.152 0.12
H 28.336741 19.136178 3.370001 -0.377 -0.065 -0.161 0.12
H 29.602459 21.268366 5.274990 0.237 0.045 -0.104 0.09
H 30.426211 20.059579 4.253114 0.088 -0.102 0.019 0.07
H 30.563090 19.996152 6.048702 0.146 -0.065 -0.088 0.09
C 25.444734 12.090859 -6.107723 -0.027 0.191 0.018 -0.10
O 25.199027 13.199420 -5.260827 0.503 -0.059 -0.381 -0.19
C 25.525553 12.899094 -3.928158 -0.342 -0.405 0.376 -0.25
C 24.924081 13.894332 -2.953005 0.706 -0.343 -0.089 -0.17
N 25.566638 15.201985 -2.975934 -0.324 -0.691 0.515 -0.04
C 25.676002 15.927948 -4.233821 -0.103 0.395 0.779 -0.17
C 27.052416 15.683074 -4.799099 0.353 -0.245 0.024 -0.17
O 28.002401 16.157429 -3.832173 0.389 0.296 -0.393 -0.24
C 29.298193 16.336724 -4.388291 -0.250 0.222 0.051 -0.07
H 25.490416 12.435203 -7.139721 -0.326 0.071 0.015 0.09
H 24.634173 11.371403 -5.958190 0.137 -0.211 -0.240 0.09
H 26.412416 11.610435 -5.918739 -0.051 0.029 0.268 0.09
H 26.609959 12.831467 -3.746025 0.072 0.319 -0.308 0.13
H 25.177741 11.881419 -3.687023 -0.330 0.152 0.036 0.12
H 25.165997 13.392468 -2.006522 -0.263 0.461 0.249 0.12
H 23.833726 13.952427 -3.031341 -0.038 -0.205 -0.255 0.11
H 25.177008 15.784905 -2.229523 0.132 0.076 -0.360 0.05
H 25.598855 16.981295 -3.938597 0.198 -0.076 -0.306 0.11
H 24.854814 15.775192 -4.937913 0.225 -0.286 -0.099 0.13
H 27.221974 16.166354 -5.768578 -0.076 0.145 0.079 0.12
H 27.252398 14.615398 -4.911134 -0.174 -0.034 -0.266 0.11
H 29.307058 17.217849 -5.038536 0.057 -0.101 -0.108 0.08
H 29.617351 15.451782 -4.947128 0.005 0.003 0.019 0.10
H 29.998857 16.525652 -3.575432 -0.037 -0.098 0.060 0.09
C 28.411684 23.786354 1.366455 -0.208 0.931 -0.142 -0.09
O 28.257884 22.833027 0.338701 -0.112 -0.268 0.176 -0.18
C 29.166754 21.740102 0.257830 0.110 0.104 -0.195 -0.19
C 29.655226 21.608791 -1.176424 -0.311 -1.160 0.430 -0.16
N 28.629828 20.984132 -2.033556 0.731 0.547 -0.330 -0.06
C 29.108887 21.004489 -3.391521 -0.504 0.547 -1.872 -0.20
C 28.124122 20.323558 -4.349724 0.094 -0.166 0.340 -0.21
O 28.863431 19.911278 -5.478006 0.191 -0.201 -0.135 -0.19
C 28.078602 19.386113 -6.515642 -0.427 0.586 -0.424 -0.12
H 28.317628 24.763317 0.879704 0.069 -0.003 0.127 0.09
H 29.374113 23.785670 1.884775 0.086 -0.408 -0.199 0.09
H 27.619364 23.761032 2.123118 0.004 -0.443 -0.071 0.07
H 28.638664 20.825360 0.541936 0.137 -0.234 0.212 0.11
H 30.017741 21.847537 0.935666 -0.096 0.199 0.049 0.12
H 30.538046 20.955878 -1.180845 0.216 0.294 0.081 0.12
H 29.904390 22.599916 -1.551473 0.009 -0.013 -0.138 0.13
H 28.432616 20.003543 -1.801113 0.285 0.158 0.402 0.07
H 30.103404 20.600760 -3.641559 -0.021 -0.473 0.788 0.13
H 29.205719 22.032394 -3.768853 -0.111 0.115 0.416 0.12
H 27.340491 21.031247 -4.652890 -0.072 -0.092 0.023 0.12
H 27.645114 19.458813 -3.864958 0.000 0.029 0.019 0.12
H 28.688409 19.346936 -7.417075 0.142 -0.158 0.096 0.09
H 27.242489 20.067733 -6.740235 0.026 -0.106 0.052 0.09
H 27.645352 18.397410 -6.321091 0.192 0.015 0.263 0.06
C 23.279103 16.238276 3.733316 0.451 -0.594 0.036 -0.08
O 22.869769 15.751576 2.456981 1.068 0.934 0.645 -0.19
C 23.960433 15.128949 1.790242 -1.387 -1.860 -0.253 -0.22
C 23.314005 14.652491 0.497699 1.672 -0.636 -1.328 -0.18
N 22.858771 15.765756 -0.341856 0.036 -0.512 0.397 -0.04
C 21.803788 15.488735 -1.336495 0.049 0.621 0.917 -0.17
C 20.783047 14.452127 -0.895508 -0.391 1.192 0.121 -0.26
O 21.190335 13.196338 -1.339956 0.078 -0.823 0.318 -0.19
C 20.142320 12.238050 -1.416902 0.423 0.438 -0.105 -0.09
H 24.218758 16.796672 3.660105 -0.237 0.349 -0.021 0.07
H 23.514223 15.392146 4.395942 -0.329 0.027 0.081 0.09
H 22.484117 16.850951 4.146488 -0.025 0.019 0.024 0.08
H 24.254598 14.204205 2.318827 -0.053 0.170 0.210 0.13
H 24.907977 15.675938 1.681796 -0.438 0.701 -0.153 0.11
H 22.584603 13.862316 0.655390 -0.488 0.526 0.458 0.11
H 24.086618 14.062988 -0.037886 0.092 0.223 0.030 0.11
H 23.709313 16.109194 -0.794055 -0.198 0.237 -0.088 0.05
H 22.224153 15.211127 -2.305382 -0.176 -0.065 -0.108 0.10
H 21.261908 16.437252 -1.416304 0.022 -0.069 -0.432 0.11
H 19.797611 14.780715 -1.265717 0.107 -0.493 -0.561 0.12
H 20.623944 14.521224 0.191893 0.348 -0.311 0.055 0.13
H 19.532816 12.216425 -0.509525 -0.187 0.238 -0.092 0.09
H 20.577204 11.245521 -1.511411 0.164 0.068 -0.209 0.08
H 19.581624 12.502477 -2.316617 -0.516 -0.369 0.187 0.09
C 27.869049 14.121231 5.209758 -0.599 -0.112 0.272 -0.12
O 28.523301 14.256442 3.982141 -0.208 -0.904 -0.056 -0.17
C 27.881473 15.075079 3.042002 0.996 1.663 -0.017 -0.23
C 28.350444 14.737079 1.636260 -1.009 -0.924 -0.244 -0.19
N 28.446824 15.921144 0.791711 0.862 -0.606 -0.189 -0.06
C 29.767065 16.525906 0.973452 0.299 0.032 -0.507 -0.20
C 29.788546 17.820940 0.192054 -0.483 1.113 0.040 -0.21
O 30.963486 18.623748 0.275231 0.050 -0.114 0.112 -0.18
C 31.243091 19.077754 1.568016 -0.870 0.129 0.758 -0.13
H 28.478505 13.508092 5.871109 0.259 0.227 -0.018 0.09
H 26.914801 13.578080 5.123607 -0.003 0.185 -0.222 0.09
H 27.658326 15.096609 5.666182 0.122 -0.043 0.091 0.09
H 28.243845 16.104341 3.231968 -0.239 0.016 0.048 0.12
H 26.790250 15.165744 3.086090 -0.051 -0.619 0.349 0.12
H 27.623386 14.033797 1.209072 0.037 0.084 -0.132 0.11
H 29.273330 14.158847 1.692393 0.239 0.327 -0.016 0.12
H 27.711841 16.583281 1.097208 0.088 0.137 -0.399 0.05
H 30.576738 15.928430 0.533701 -0.286 -0.471 0.213 0.13
H 29.997332 16.626918 2.042902 0.084 0.343 -0.058 0.11
H 28.899861 18.405736 0.472991 0.190 0.088 0.072 0.10
H 29.691713 17.667164 -0.884825 -0.096 -0.419 0.076 0.12
H 32.082151 19.767297 1.530331 0.335 -0.361 0.039 0.09
H 31.342657 18.242399 2.270052 0.739 0.103 -0.064 0.08
H 30.415874 19.649490 2.036701 -0.135 0.014 -0.555 0.06
```
Forces are in eV/Å.

Summary:
charge	0
maximum force	2.6	eV/Å
frontier orbital gap	7.8	eV
LUMO energy	0.0031	hartree